The following is a DFT calculation (ωB97M-V/def2-TZVPD) of a cluster of 2 separate species, C6H13NO in total.

Highest occupied orbital energy in eV: -8.0
Net charge: 0
Max |F| in eV Å⁻¹: 1.537
SMILES: C=C/C(C)=C(\C)N.O

Each atom is followed by the atoms it is bonded to, with distances in Å.
Cartesian coordinates (Å):
1 C -0.454 -1.591 -2.247  C2 1.325, H8 1.081, H9 1.086
2 C -0.757 -0.611 -1.407  C1 1.325, C3 1.489, H10 1.088
3 C 0.203 -0.144 -0.369  C2 1.489, C4 1.509, C5 1.346
4 C 1.592 0.279 -0.782  C3 1.509, H11 1.094, H12 1.088, H13 1.091
5 C -0.125 -0.358 0.918  C3 1.346, C6 1.499, N7 1.416
6 C -1.512 -0.543 1.457  C5 1.499, H14 1.089, H15 1.102, H16 1.084
7 N 0.802 -0.002 1.928  C5 1.416, H17 1.012, H18 1.012
8 H -1.074 -1.903 -3.075  C1 1.081
9 H 0.452 -2.178 -2.141  C1 1.086
10 H -1.666 -0.014 -1.456  C2 1.088
11 H 1.543 0.539 -1.843  C4 1.094
12 H 1.956 1.157 -0.254  C4 1.088
13 H 2.304 -0.546 -0.747  C4 1.091
14 H -1.630 -1.240 2.284  C6 1.089
15 H -1.802 0.412 1.925  C6 1.102
16 H -2.239 -0.711 0.672  C6 1.084
17 H 1.744 -0.273 1.674  N7 1.012
18 H 0.572 -0.289 2.871  N7 1.012
19 O -0.185 2.945 0.382  H20 0.962, H21 0.975
20 H 0.216 2.162 0.773  O19 0.962
21 H 0.059 2.908 -0.561  O19 0.975

---

The following is a DFT calculation (ωB97M-V/def2-TZVPD) of the molecule C6H13NO.

Highest occupied orbital energy in eV: -8.7
Net charge: 0
Max |F| in eV Å⁻¹: 3.715
SMILES: C=CC[C@H](C)NCO

Each atom is followed by the atoms it is bonded to, with distances in Å.
Cartesian coordinates (Å):
1 C 1.154 1.176 -2.828  C2 1.341, H9 1.088, H10 1.081
2 C 1.086 0.699 -1.577  C1 1.341, C3 1.472, H11 1.103
3 C 0.764 1.205 -0.232  C2 1.472, C4 1.597, H12 1.111, H13 1.101
4 C -0.355 0.505 0.666  C3 1.597, C5 1.563, N6 1.454, H14 1.092
5 C -0.309 1.405 1.942  C4 1.563, H15 1.093, H16 1.087, H17 1.095
6 N 0.036 -0.842 1.052  C4 1.454, C7 1.461, H18 1.003
7 C -0.413 -1.880 0.126  N6 1.461, O8 1.431, H19 1.082, H20 1.098
8 O -1.804 -2.137 0.341  C7 1.431, H21 0.951
9 H 1.459 2.213 -2.950  C1 1.088
10 H 1.359 0.453 -3.605  C1 1.081
11 H 1.175 -0.399 -1.511  C2 1.103
12 H 0.467 2.275 -0.277  C3 1.111
13 H 1.661 1.158 0.404  C3 1.101
14 H -1.296 0.484 0.114  C4 1.092
15 H 0.276 1.036 2.788  C5 1.093
16 H 0.257 2.323 1.802  C5 1.087
17 H -1.362 1.557 2.200  C5 1.095
18 H 0.802 -1.052 1.664  N6 1.003
19 H -0.280 -1.676 -0.929  C7 1.082
20 H 0.046 -2.789 0.535  C7 1.098
21 H -2.241 -1.760 1.096  O8 0.951

---

Record order is preserved below.
Energy relative to the best compared isomer or geometry (same formula, charge and spin): 42.69; 70.70 kcal/mol
Record order is preserved below.
HOMO-LUMO gap: 0.3257; 0.3555 Eh